1.
79
Properties=species:S:1:pos:R:3 method="wB97M-V/def2-TZVPD" spin_multiplicity=2 total_charge=+1 e_homo_ev="-11.82 / -11.82"
C 28.890 3.311 -16.145
C 30.022 2.324 -16.093
O 30.368 2.118 -17.429
C 29.195 2.291 -18.177
O 29.091 1.812 -19.309
O 28.281 2.836 -17.380
F 29.843 1.141 -15.452
H 29.144 4.370 -16.190
H 28.186 3.078 -15.347
H 30.843 2.812 -15.567
C 35.307 -1.396 -11.198
C 36.307 -2.171 -12.073
O 35.543 -2.017 -13.266
C 35.115 -0.770 -13.233
O 34.684 -0.150 -14.197
O 35.273 -0.271 -11.992
F 36.503 -3.463 -11.608
H 35.619 -1.037 -10.218
H 34.319 -1.851 -11.140
H 37.331 -1.807 -11.996
C 31.298 2.433 -12.413
C 31.037 2.663 -10.951
O 31.490 1.502 -10.296
C 31.877 0.612 -11.301
O 32.152 -0.564 -11.097
O 31.983 1.212 -12.470
F 29.735 2.919 -10.778
H 31.898 3.255 -12.804
H 30.314 2.454 -12.881
H 31.548 3.542 -10.558
C 34.916 3.335 -10.643
C 35.443 4.157 -11.727
O 36.017 5.257 -11.023
C 35.585 5.232 -9.738
O 35.818 6.220 -8.961
O 34.695 4.254 -9.608
F 34.435 4.720 -12.377
H 35.644 2.607 -10.285
H 33.992 2.951 -11.076
H 36.226 3.797 -12.395
C 25.283 1.128 -10.642
C 24.651 2.427 -11.227
O 25.702 2.954 -12.012
C 26.692 2.003 -12.266
O 27.532 2.050 -13.226
O 26.577 1.022 -11.324
F 24.395 3.162 -10.116
H 24.751 0.225 -10.941
H 25.417 1.249 -9.567
H 23.691 2.242 -11.709
C 29.895 6.711 -14.445
C 29.576 6.678 -12.914
O 30.736 6.286 -12.311
C 30.933 6.804 -11.048
C 32.384 6.688 -10.626
H 30.196 7.699 -14.794
H 30.719 6.088 -14.792
H 28.994 6.375 -14.959
H 29.116 7.618 -12.610
H 28.905 5.856 -12.669
H 30.637 7.846 -10.932
H 30.254 6.261 -10.391
H 32.600 7.355 -9.792
H 33.062 6.717 -11.479
H 32.494 5.649 -10.315
O 26.647 -0.270 -4.981
C 27.723 -0.656 -5.472
O 28.424 -0.041 -6.327
C 27.958 1.098 -6.951
C 28.941 1.598 -7.993
C 28.531 -1.818 -4.950
H 27.868 1.932 -6.255
H 26.958 1.009 -7.375
H 28.420 2.307 -8.637
H 29.376 0.771 -8.554
H 29.885 2.014 -7.640
H 29.351 -1.512 -4.301
H 28.868 -2.361 -5.833
H 27.968 -2.433 -4.248

=====

2.
348
Properties=species:S:1:pos:R:3 method="wB97M-V/def2-TZVPD" e_above_lowest_ev=0.084 e_homo_ev=-7.74
C 4.616 6.564 -5.706
O 5.105 5.301 -5.211
C 6.139 4.668 -5.933
C 6.257 3.267 -5.270
N 5.031 2.503 -5.462
C 4.925 1.265 -4.852
C 5.066 1.249 -3.338
O 4.079 2.153 -2.769
C 4.234 2.242 -1.362
H 5.310 7.391 -5.744
H 3.774 6.756 -5.066
H 4.153 6.399 -6.666
H 7.117 5.248 -5.917
H 5.772 4.595 -6.978
H 6.728 3.251 -4.262
H 7.035 2.798 -5.904
H 4.276 3.159 -5.466
H 5.652 0.576 -5.294
H 3.948 0.839 -5.050
H 6.015 1.692 -3.082
H 4.960 0.261 -2.966
H 4.319 1.252 -0.911
H 3.374 2.759 -0.892
H 5.194 2.779 -1.151
C -0.057 -2.486 5.743
O 0.509 -3.215 4.650
C -0.415 -4.078 4.002
C 0.418 -4.971 3.073
N 1.115 -4.152 2.106
C 2.078 -5.009 1.341
C 3.257 -5.562 2.149
O 4.108 -4.483 2.444
C 5.143 -4.791 3.381
H -0.964 -1.940 5.434
H 0.723 -1.800 6.049
H -0.298 -3.196 6.566
H -1.172 -3.508 3.459
H -0.929 -4.715 4.757
H -0.202 -5.708 2.540
H 1.101 -5.430 3.821
H 1.659 -3.417 2.555
H 2.329 -4.548 0.356
H 1.523 -5.905 1.010
H 3.734 -6.396 1.585
H 2.879 -6.012 3.068
H 5.673 -5.699 3.045
H 4.706 -5.041 4.343
H 5.754 -3.944 3.445
C 3.678 -3.614 -9.402
O 2.862 -4.272 -8.469
C 2.264 -3.451 -7.498
C 1.373 -2.356 -7.946
N 0.147 -2.865 -8.505
C -1.060 -2.057 -8.155
C -1.505 -2.185 -6.694
O -1.968 -3.494 -6.541
C -2.539 -3.653 -5.259
H 3.055 -3.167 -10.156
H 4.375 -4.314 -9.917
H 4.349 -2.840 -8.948
H 3.059 -3.017 -6.870
H 1.677 -4.083 -6.893
H 1.854 -1.610 -8.564
H 1.287 -1.767 -6.966
H -0.042 -3.808 -8.124
H -1.914 -2.341 -8.812
H -0.866 -1.014 -8.424
H -2.338 -1.492 -6.599
H -0.656 -1.962 -6.075
H -1.889 -3.315 -4.481
H -2.715 -4.727 -5.094
H -3.551 -3.202 -5.237
C -2.362 2.650 2.201
O -3.582 2.641 2.938
C -3.290 2.875 4.374
C -3.477 4.360 4.681
N -4.784 4.772 4.408
C -4.920 6.153 4.174
C -4.575 6.934 5.479
O -4.552 8.339 5.266
C -5.801 8.967 5.594
H -1.700 3.460 2.513
H -2.635 2.713 1.157
H -1.864 1.690 2.488
H -2.317 2.487 4.632
H -4.040 2.326 4.944
H -2.755 4.925 4.041
H -3.168 4.468 5.739
H -5.030 4.369 3.497
H -5.899 6.438 3.857
H -4.205 6.569 3.454
H -3.504 6.749 5.642
H -5.188 6.658 6.326
H -5.723 10.013 5.307
H -6.034 8.886 6.662
H -6.663 8.616 4.999
C -4.472 -6.364 7.342
O -5.243 -5.595 6.485
C -6.064 -4.739 7.329
C -6.763 -3.692 6.457
N -5.806 -2.604 6.185
C -6.269 -1.525 5.436
C -5.171 -0.586 5.008
O -4.296 -1.314 4.162
C -3.197 -0.546 3.674
H -5.120 -7.007 7.990
H -3.888 -5.767 8.026
H -3.777 -7.058 6.937
H -5.386 -4.198 7.984
H -6.748 -5.392 7.926
H -7.685 -3.297 6.878
H -7.015 -4.158 5.467
H -4.945 -3.043 5.819
H -6.974 -0.936 6.044
H -6.860 -1.913 4.537
H -4.670 -0.247 5.911
H -5.671 0.207 4.437
H -3.486 0.254 3.011
H -2.402 -1.113 3.139
H -2.626 -0.177 4.558
C 3.698 9.675 7.998
O 2.799 8.573 7.845
C 1.399 8.879 7.956
C 0.616 7.638 7.967
N 0.611 7.014 6.643
C 0.268 5.563 6.567
C 0.574 5.155 5.222
O 0.119 3.838 5.028
C 0.819 3.161 4.016
H 4.708 9.295 8.022
H 3.555 10.033 9.002
H 3.561 10.529 7.295
H 1.159 9.505 7.073
H 1.249 9.518 8.830
H -0.411 7.807 8.325
H 1.029 6.965 8.736
H -0.116 7.445 6.055
H -0.751 5.274 6.956
H 0.925 5.022 7.277
H 1.674 5.253 5.184
H 0.143 5.885 4.503
H 1.857 3.441 4.043
H 0.440 3.431 3.031
H 0.788 2.104 4.160
C -4.286 -4.030 -2.604
O -4.569 -4.178 -1.207
C -4.570 -2.950 -0.453
C -4.331 -3.057 1.051
N -5.469 -3.463 1.846
C -5.908 -4.867 2.050
C -5.061 -5.705 2.950
O -3.916 -6.091 2.323
C -3.127 -6.917 3.123
H -5.032 -3.370 -3.003
H -4.282 -5.021 -3.080
H -3.307 -3.562 -2.703
H -5.425 -2.310 -0.596
H -3.776 -2.328 -0.793
H -4.127 -2.043 1.398
H -3.427 -3.691 1.196
H -5.386 -3.114 2.807
H -5.996 -5.371 1.097
H -6.900 -4.786 2.521
H -5.627 -6.600 3.303
H -4.814 -5.202 3.931
H -2.064 -6.617 3.056
H -3.200 -7.954 2.823
H -3.461 -6.765 4.166
C 9.770 -2.974 0.625
O 9.307 -4.171 0.009
C 8.145 -4.700 0.526
C 6.888 -3.928 0.152
N 6.856 -3.962 -1.348
C 5.864 -2.913 -1.760
C 5.662 -2.953 -3.237
O 6.949 -2.664 -3.870
C 7.010 -3.293 -5.149
H 8.986 -2.258 0.536
H 10.636 -2.552 0.154
H 10.053 -3.062 1.695
H 8.162 -4.694 1.609
H 8.059 -5.709 0.097
H 6.951 -2.855 0.557
H 5.990 -4.426 0.465
H 7.796 -3.724 -1.710
H 6.069 -1.907 -1.364
H 4.901 -3.285 -1.326
H 4.927 -2.214 -3.519
H 5.382 -3.956 -3.546
H 7.982 -3.176 -5.580
H 6.193 -3.119 -5.889
H 6.928 -4.359 -4.902
C -3.999 4.811 -0.282
O -2.782 5.412 0.086
C -1.746 4.799 -0.693
C -0.463 5.290 -0.136
N 0.563 4.564 -0.840
C 1.922 5.123 -0.653
C 2.490 4.769 0.667
O 1.989 5.522 1.794
C 2.298 6.903 1.878
H -4.037 3.770 0.050
H -4.108 4.760 -1.344
H -4.904 5.298 0.115
H -1.822 5.029 -1.804
H -1.824 3.707 -0.631
H -0.436 5.094 0.913
H -0.446 6.379 -0.212
H 0.362 4.708 -1.830
H 2.033 6.177 -0.861
H 2.481 4.650 -1.479
H 3.596 4.963 0.706
H 2.382 3.736 1.006
H 2.374 7.322 0.837
H 3.235 7.066 2.406
H 1.443 7.380 2.380
C -2.567 7.507 -3.183
O -1.469 6.973 -3.896
C -0.196 7.445 -3.472
C 0.833 6.692 -4.312
N 0.760 5.253 -4.113
C 1.694 4.508 -4.906
C 1.551 3.015 -4.705
O 0.275 2.634 -5.164
C 0.146 1.277 -5.316
H -3.506 7.211 -3.677
H -2.569 8.619 -3.193
H -2.589 7.220 -2.116
H 0.025 7.196 -2.426
H -0.083 8.493 -3.647
H 1.830 7.041 -4.003
H 0.750 7.026 -5.419
H -0.190 4.931 -4.275
H 2.684 4.861 -4.627
H 1.630 4.679 -6.012
H 1.837 2.739 -3.688
H 2.201 2.518 -5.454
H -0.605 1.019 -6.098
H -0.136 0.649 -4.461
H 1.055 0.838 -5.720
C -1.615 -12.350 -0.391
O -1.363 -11.008 -0.628
C -2.073 -10.603 -1.804
C -2.090 -9.100 -2.019
N -2.678 -8.507 -0.779
C -3.017 -7.098 -0.758
C -1.890 -6.174 -1.148
O -1.735 -6.106 -2.605
C -0.566 -5.359 -2.953
H -1.449 -13.013 -1.244
H -2.601 -12.563 -0.023
H -0.897 -12.654 0.369
H -3.115 -10.880 -1.622
H -1.685 -11.092 -2.702
H -2.781 -9.054 -2.831
H -1.127 -8.656 -2.303
H -2.083 -8.732 0.014
H -3.222 -6.848 0.280
H -3.935 -6.863 -1.334
H -1.007 -6.700 -0.772
H -2.022 -5.175 -0.672
H 0.274 -5.755 -2.379
H -0.674 -4.290 -2.882
H -0.323 -5.577 -4.009
C 2.867 1.109 5.742
O 2.469 -0.219 5.867
C 3.477 -1.239 5.777
C 3.580 -1.652 4.319
N 4.262 -0.684 3.473
C 4.547 -1.061 2.090
C 5.456 0.039 1.520
O 6.789 -0.070 2.039
C 7.712 0.720 1.318
H 3.552 1.344 6.589
H 1.947 1.694 5.776
H 3.343 1.452 4.827
H 3.100 -2.106 6.265
H 4.451 -0.918 6.237
H 2.536 -1.757 4.048
H 3.934 -2.721 4.275
H 5.135 -0.448 3.959
H 3.660 -1.002 1.451
H 4.911 -2.059 1.905
H 4.933 0.937 1.783
H 5.529 -0.072 0.421
H 7.856 0.434 0.287
H 8.673 0.575 1.832
H 7.507 1.816 1.336
C 0.353 -0.893 2.026
C 0.091 -0.499 0.560
C 0.813 0.781 0.303
C 0.682 1.186 -1.186
C 1.481 0.207 -2.055
C 0.869 -1.182 -1.865
N 0.713 -1.452 -0.383
O 0.183 -2.788 -0.129
C -0.495 -1.301 -2.587
C 1.806 -2.302 -2.420
C -1.430 -0.335 0.388
H 1.369 -1.110 2.277
H -0.289 -1.732 2.385
H 0.090 -0.004 2.616
H 0.353 1.575 0.915
H 1.833 0.757 0.685
H 1.192 2.117 -1.311
H -0.352 1.246 -1.544
H 2.528 0.137 -1.710
H 1.421 0.545 -3.090
H -0.257 -1.562 -3.643
H -1.111 -2.161 -2.224
H -0.948 -0.332 -2.440
H 2.641 -2.392 -1.725
H 1.312 -3.262 -2.510
H 2.176 -1.902 -3.384
H -1.982 -0.064 1.259
H -1.925 -1.229 0.087
H -1.638 0.480 -0.304
H 0.629 -3.161 0.668
C -4.281 0.785 -1.337
C -4.635 1.053 -2.740
C -6.091 1.653 -2.782
C -6.512 2.116 -4.146
C -5.504 3.175 -4.613
C -4.076 2.713 -4.554
N -3.794 2.183 -3.211
O -2.435 1.791 -3.120
C -3.769 1.698 -5.630
C -3.151 3.894 -4.837
C -4.402 -0.296 -3.513
H -3.421 0.104 -1.266
H -5.132 0.251 -0.901
H -4.039 1.758 -0.856
H -6.712 0.811 -2.582
H -6.299 2.443 -2.023
H -7.489 2.577 -4.099
H -6.701 1.314 -4.851
H -5.726 4.091 -4.001
H -5.644 3.546 -5.657
H -3.705 2.167 -6.609
H -2.853 1.148 -5.390
H -4.570 0.971 -5.766
H -3.573 4.437 -5.707
H -3.181 4.558 -3.944
H -2.104 3.719 -5.055
H -5.068 -0.458 -4.327
H -4.567 -1.168 -2.847
H -3.390 -0.309 -3.950
H -2.004 2.612 -2.788